# 1
C24H19IrN6O4 | wB97M-V/def2-TZVPD

Values from the calculation:
LUMO energy (alpha / beta) = -3.3 / -6.3 eV
largest force on an atom = 1.45 eV/A
multiplicity = 6
Kohn-Sham gap (alpha / beta) = 6.4 / 5.5 eV
HOMO (alpha / beta) = -9.663 / -11.871 eV
calculated total energy = -45156.198 eV
net charge = +1

Positions of all 54 atoms, in Å:
1 Ir -0.29969 0.45403 -0.43950
2 N -10.58607 -0.81811 0.43835
3 C -9.44267 -0.72073 0.37230
4 C -8.00695 -0.57651 0.28004
5 C -7.17471 -1.21635 1.19090
6 C -5.80223 -1.05320 1.10673
7 C -5.23670 -0.24746 0.12251
8 C -6.08302 0.38026 -0.79382
9 C -7.45596 0.21889 -0.72232
10 C -3.76577 -0.05978 0.02777
11 C -2.91770 -1.17828 -0.10029
12 C -3.30956 -2.57484 -0.17015
13 C -2.18078 -3.32526 -0.39861
14 C -1.11426 -2.43135 -0.47314
15 N -1.55908 -1.12901 -0.25377
16 C -3.24254 1.23809 -0.04330
17 C -3.90427 2.50806 0.15578
18 C -2.99203 3.52776 -0.05039
19 C -1.78436 2.90478 -0.35418
20 N -1.92970 1.52520 -0.32465
21 H -7.60688 -1.83392 1.96719
22 H -5.16326 -1.53824 1.83632
23 H -5.65687 0.97736 -1.59212
24 H -8.10457 0.69563 -1.44554
25 H -4.32250 -2.93269 -0.07952
26 H -2.11334 -4.39666 -0.50097
27 H -0.07173 -2.63767 -0.66738
28 H -4.94026 2.61969 0.43354
29 H -3.16966 4.59117 0.00602
30 H -0.35079 4.26988 -0.96461
31 C 1.53353 1.59657 3.20757
32 C 1.07016 0.35102 2.48574
33 C 1.09824 -0.91180 3.32903
34 O -0.25785 0.53152 1.91058
35 C 2.07013 0.08211 1.31179
36 O 3.24768 0.11076 1.52648
37 O 1.47291 -0.17048 0.15062
38 H 0.94927 1.75463 4.11967
39 H 1.43278 2.47733 2.56588
40 H 2.58018 1.49273 3.47928
41 H 0.42845 -0.80595 4.18628
42 H 2.11009 -1.09403 3.68470
43 H 0.76421 -1.76849 2.74032
44 H -0.65872 1.33229 2.27252
45 N 2.89899 1.02104 -3.19407
46 C 1.79588 1.07112 -2.46435
47 O 1.05431 0.07538 -2.32296
48 C 1.39344 2.36216 -1.86377
49 C 2.01599 3.59807 -2.21404
50 N 2.51950 4.59775 -2.48552
51 C 0.29638 2.27816 -1.07464
52 N -0.55106 3.30270 -0.74885
53 H 3.17207 0.14087 -3.60110
54 H 3.50757 1.81659 -3.29719

Forces on the atoms, in the same order (eV/Å):
0.25 0.87 0.29
0.16 -0.01 0.00
0.12 0.01 -0.03
-0.21 0.06 -0.06
0.00 -0.10 0.09
-0.01 0.00 0.18
0.06 0.06 0.00
0.00 -0.04 -0.08
0.02 0.03 -0.02
-0.15 0.00 -0.04
0.31 -0.10 -0.01
-0.16 -0.05 0.02
0.04 0.06 0.04
-0.08 0.03 -0.02
0.08 -0.58 -0.44
-0.02 0.20 0.19
-0.04 -0.10 0.01
0.01 0.10 0.04
-0.15 -0.06 0.03
-0.35 -0.21 -0.24
0.02 0.02 -0.01
-0.03 0.02 -0.02
-0.03 0.00 0.03
0.02 0.01 0.03
0.04 0.05 -0.02
-0.01 0.06 -0.01
-0.02 0.11 0.03
0.04 -0.03 -0.07
0.01 -0.09 -0.01
0.01 0.03 -0.08
-0.41 0.16 0.25
0.81 -0.27 -0.65
-0.49 0.07 0.23
0.22 -0.02 0.51
-0.85 0.60 1.02
-0.19 -0.28 -0.68
0.49 -0.46 -0.09
0.04 -0.01 -0.06
0.05 -0.03 0.01
0.01 -0.03 -0.01
0.07 -0.02 -0.03
0.01 0.02 -0.02
0.04 0.01 0.02
0.03 -0.02 0.05
0.16 -0.03 -0.04
-0.13 -0.06 0.04
-0.02 0.00 -0.23
0.30 0.11 -0.16
-0.03 -0.12 -0.05
-0.06 -0.07 0.04
-0.22 0.00 -0.23
0.23 0.07 0.27
-0.01 0.00 -0.04
0.00 0.02 0.01

Per-atom natural (NBO) charges, elementary charge units: number 1, Ir, carries 1.5734; number 2, N, carries -0.2623; number 3, C, carries 0.2571; number 4, C, carries -0.1574; number 5, C, carries -0.1415; number 6, C, carries -0.2398; number 7, C, carries 0.0407; number 8, C, carries -0.2332; number 9, C, carries -0.1510; number 10, C, carries -0.1437; number 11, C, carries 0.2481; number 12, C, carries -0.1854; number 13, C, carries -0.2815; number 14, C, carries 0.0953; number 15, N, carries -0.6040; number 16, C, carries 0.2420; number 17, C, carries -0.2019; number 18, C, carries -0.2879; number 19, C, carries 0.3749; number 20, N, carries -0.5503; number 21, H, carries 0.2387; number 22, H, carries 0.2246; number 23, H, carries 0.2238; number 24, H, carries 0.2403; number 25, H, carries 0.2456; number 26, H, carries 0.2539; number 27, H, carries 0.2318; number 28, H, carries 0.2535; number 29, H, carries 0.2581; number 30, H, carries 0.4436; number 31, C, carries -0.6444; number 32, C, carries 0.1449; number 33, C, carries -0.6256; number 34, O, carries -0.7156; number 35, C, carries 0.7692; number 36, O, carries -0.5395; number 37, O, carries -0.6891; number 38, H, carries 0.2227; number 39, H, carries 0.2138; number 40, H, carries 0.2694; number 41, H, carries 0.2250; number 42, H, carries 0.2493; number 43, H, carries 0.2234; number 44, H, carries 0.5081; number 45, N, carries -0.7418; number 46, C, carries 0.6860; number 47, O, carries -0.6325; number 48, C, carries -0.3187; number 49, C, carries 0.2140; number 50, N, carries -0.2361; number 51, C, carries 0.1035; number 52, N, carries -0.5466; number 53, H, carries 0.4303; number 54, H, carries 0.4250

# 2
C24H19MnO5P | wB97M-V/def2-TZVPD

Values from the calculation:
LUMO energy (alpha / beta) = -8.7 / -11.5 eV
largest force on an atom = 12.26 eV/A
multiplicity = 6
Kohn-Sham gap (alpha / beta) = 5.4 / 2.6 eV
HOMO (alpha / beta) = -14.086 / -14.081 eV
calculated total energy = -76020.065 eV
net charge = +2

Positions of all 50 atoms, in Å:
1 Mn 0.55829 3.27990 -2.18314
2 C 0.59926 3.76037 -0.53580
3 O 0.65799 3.97163 0.58444
4 C 0.42204 4.39873 -3.66020
5 O 0.32767 4.85915 -4.75209
6 C -1.04552 2.25162 -2.10961
7 O -2.09802 1.83336 -2.19569
8 C 2.12827 2.23799 -2.23459
9 O 3.04137 1.58967 -2.64712
10 C 0.39940 -0.93059 -4.87507
11 H 1.40700 -1.37537 -4.62324
12 H -0.46620 -1.35903 -4.27305
13 C 0.34406 0.42285 -5.03753
14 H -0.52790 1.21165 -5.04688
15 H 1.18324 1.23339 -5.13573
16 O -0.26507 0.24690 -1.07325
17 P -0.27803 -0.34969 0.32292
18 C -1.65187 -1.47596 0.73787
19 C -2.65406 -1.77334 -0.20245
20 C -3.72058 -2.61882 0.14578
21 C -3.83276 -3.12315 1.44910
22 C -2.81678 -2.86236 2.37703
23 C -1.73256 -2.04894 2.02039
24 C 1.26326 -1.30813 0.46057
25 C 1.72297 -1.90851 1.64472
26 C 2.98715 -2.51059 1.68400
27 C 3.78627 -2.54845 0.53800
28 C 3.29869 -2.02419 -0.66419
29 C 2.04126 -1.42208 -0.70677
30 C -0.35010 0.89099 1.66555
31 C -1.55138 1.55613 1.98206
32 C -1.56705 2.55837 2.96407
33 C -0.40639 2.86835 3.68551
34 C 0.77839 2.18005 3.39954
35 C 0.79660 1.18199 2.41627
36 H -2.58699 -1.32551 -1.19710
37 H -4.48312 -2.88848 -0.59231
38 H -4.70498 -3.71785 1.74267
39 H -2.86890 -3.28905 3.38244
40 H -0.95762 -1.85112 2.76318
41 H 1.11004 -1.90303 2.54699
42 H 3.34831 -2.94042 2.62031
43 H 4.78253 -2.98922 0.57769
44 H 3.89732 -2.07632 -1.57519
45 H 1.65598 -1.02526 -1.64413
46 H -2.47868 1.29755 1.46241
47 H -2.48899 3.11379 3.16501
48 H -0.41907 3.64693 4.45570
49 H 1.69956 2.42989 3.93125
50 H 1.71570 0.62421 2.23962

Forces on the atoms, in the same order (eV/Å):
-0.46 -1.82 -4.23
0.35 3.34 11.77
-0.18 -0.58 -3.04
-0.87 5.34 -10.94
0.61 -2.87 7.41
-5.22 -3.28 -0.27
2.17 1.23 0.10
9.33 -6.97 -3.82
-6.23 4.54 3.28
0.16 2.17 3.20
-1.23 0.25 -1.04
0.83 -0.01 -1.81
0.15 2.93 0.10
0.51 -2.64 0.06
-0.40 -2.51 -0.41
-0.34 1.10 -0.45
0.30 -1.23 1.37
-0.61 -0.04 -0.42
0.06 -0.09 0.23
0.00 0.11 0.13
0.35 0.15 -0.22
0.16 0.24 -0.24
-0.13 -0.03 0.08
0.26 -0.05 0.02
0.25 0.02 -0.13
-0.24 0.10 -0.08
-0.23 0.15 -0.10
-0.06 -0.06 0.16
0.10 0.16 0.32
0.14 0.03 0.23
0.12 0.27 -0.11
0.01 -0.07 -0.10
0.16 -0.14 -0.35
-0.17 0.03 0.01
0.11 0.32 -0.04
-0.11 -0.27 0.23
0.32 0.27 0.26
0.45 0.18 -0.20
0.04 0.21 -0.37
-0.30 -0.02 -0.17
0.27 0.08 -0.23
-0.13 0.11 -0.32
-0.30 0.08 -0.01
-0.15 -0.06 0.29
0.09 -0.05 0.18
0.28 0.08 0.14
0.30 -0.37 -0.03
-0.03 -0.34 -0.33
-0.34 -0.19 -0.08
-0.15 0.22 -0.02

Per-atom natural (NBO) charges, elementary charge units: number 1, Mn, carries 1.0062; number 2, C, carries 0.3964; number 3, O, carries -0.1919; number 4, C, carries 0.4292; number 5, O, carries -0.2198; number 6, C, carries 0.4400; number 7, O, carries -0.2674; number 8, C, carries 0.4439; number 9, O, carries -0.2409; number 10, C, carries -0.3545; number 11, H, carries 0.2244; number 12, H, carries 0.2322; number 13, C, carries -0.4246; number 14, H, carries 0.1791; number 15, H, carries 0.1663; number 16, O, carries -1.1049; number 17, P, carries 1.9096; number 18, C, carries -0.3582; number 19, C, carries -0.2126; number 20, C, carries -0.1987; number 21, C, carries -0.1641; number 22, C, carries -0.1931; number 23, C, carries -0.2112; number 24, C, carries -0.4569; number 25, C, carries -0.1191; number 26, C, carries -0.2164; number 27, C, carries -0.1689; number 28, C, carries -0.1985; number 29, C, carries -0.2063; number 30, C, carries -0.4686; number 31, C, carries -0.1372; number 32, C, carries -0.2246; number 33, C, carries -0.1759; number 34, C, carries -0.2075; number 35, C, carries -0.1989; number 36, H, carries 0.2210; number 37, H, carries 0.2377; number 38, H, carries 0.2420; number 39, H, carries 0.2403; number 40, H, carries 0.2168; number 41, H, carries 0.2132; number 42, H, carries 0.2404; number 43, H, carries 0.2407; number 44, H, carries 0.2282; number 45, H, carries 0.2214; number 46, H, carries 0.2257; number 47, H, carries 0.2415; number 48, H, carries 0.2454; number 49, H, carries 0.2406; number 50, H, carries 0.2385

> What is the formula in the first record?

C24H19IrN6O4

> The lowest net charge belongs to which entry?

C24H19IrN6O4

> Number 2 is which compound?

C24H19MnO5P